Density functional theory data (ωB97M-V with the def2-TZVPD basis set) for a 2-piece molecular cluster, C4H14NO2 overall in a non-equilibrium geometry.

Output
spin multiplicity: 2
ΔE to the lowest compared entry with this formula, charge and spin: 1.7493 eV
net charge: +2
lowest unoccupied orbital energy (alpha / beta): -7.618 / -14.579 eV

Structure (XYZ):
```
21
Properties=species:S:1:pos:R:3:forces:R:3:lowdin_charge:R:1
C -0.309 0.739 1.709 -0.073 0.126 0.360 0.0033
C -0.649 -0.349 0.730 2.384 -0.373 -2.065 -0.1482
C -1.543 0.147 -0.464 1.435 -2.537 -0.695 -0.2116
C -1.392 1.387 -1.253 -0.030 1.806 -0.230 0.0087
O -1.504 -0.973 -1.488 -0.503 1.125 1.304 0.2694
N 0.757 -0.932 0.044 -1.425 1.642 0.830 0.2614
H -0.266 0.340 2.717 0.002 -0.018 0.137 0.1154
H -1.058 1.528 1.689 -0.121 0.007 0.127 0.1086
H 0.658 1.212 1.497 -0.233 -0.143 -0.109 0.1106
H -1.034 -1.304 1.064 -0.457 0.213 0.560 0.1596
H -2.547 -0.057 -0.048 -0.656 0.347 -0.009 0.2276
H -1.232 2.307 -0.674 -0.405 -0.391 0.491 0.1319
H -2.349 1.515 -1.747 -0.078 0.457 -0.462 0.1225
H -0.560 1.482 -1.967 -0.182 -0.847 0.082 0.1297
H -1.878 -0.644 -2.349 0.004 -0.106 -0.003 0.2001
H 0.511 -1.058 -0.929 0.591 -1.181 -0.086 0.1336
H 1.041 -1.744 0.594 0.039 -0.408 -0.584 0.1790
H 1.577 -0.308 0.046 0.021 0.147 0.491 0.1220
H 4.499 -0.263 1.063 -0.212 -0.592 0.109 0.0784
H 3.695 0.803 0.459 -0.119 0.193 -0.121 0.0538
O 3.598 -0.115 0.737 0.016 0.532 -0.128 -0.0558
```
Forces are in eV/Å.